Density functional theory data (the ωB97M-V functional and the def2-TZVPD basis) for a structure of composition C26H50NP3SeYb in a non-equilibrium geometry.

The geometry in ORCA input format:
```
! RIJCOSX wB97M-V def2-TZVPD def2/J DEFGRID3
* xyz 3 2
Yb 1.16452 1.10999 0.27223
P -0.46349 -1.69651 -0.24864
P 0.83684 0.23536 -2.46285
P -0.86322 0.69265 2.03811
H 0.75725 5.34986 -0.54913
C 1.22563 4.76323 0.26096
C 1.44923 3.43864 0.08024
H 0.84473 2.94775 -0.72480
C -2.13141 -1.85669 -1.01714
C 0.39850 -2.98441 -1.25183
C -0.82333 -2.70778 1.25397
C 1.19918 1.92890 -3.05154
C 2.43926 -0.53232 -2.95905
C -0.38541 -0.25727 -3.74026
C -0.72392 2.48605 2.38030
C -0.35365 0.03266 3.66958
C -2.66963 0.48253 2.02471
H 1.57120 5.33844 1.13508
H 2.34454 2.93430 0.52882
H -2.39331 -2.92262 -1.07595
H -2.14473 -1.41926 -2.02329
H -2.87203 -1.33436 -0.39786
H -0.03420 -3.96480 -1.00695
H 1.47130 -3.00738 -1.01254
H 0.28166 -2.80238 -2.32854
H -0.85275 -3.76792 0.96740
H -1.79709 -2.43397 1.68184
H -0.05491 -2.57478 2.02490
H 1.37960 1.86367 -4.13122
H 2.09137 2.34530 -2.56474
H 0.34500 2.59225 -2.86475
H 2.61627 -0.37535 -4.03471
H 2.45454 -1.60463 -2.72623
H 3.25085 -0.05042 -2.38402
H -0.01164 0.02604 -4.73648
H -1.32369 0.28975 -3.55162
H -0.60397 -1.33322 -3.71716
H -1.39714 2.65882 3.23008
H -1.06251 3.09500 1.53080
H 0.28746 2.82265 2.65394
H -0.63315 0.76106 4.44479
H 0.73911 -0.10470 3.68118
H -0.84663 -0.93239 3.84955
H -3.07772 1.08851 2.84421
H -2.94620 -0.56815 2.16562
H -3.07237 0.84141 1.06676
C -3.71911 3.80810 -1.87706
C -2.77838 4.84731 -2.02503
C -3.16429 6.17794 -1.83814
C -4.52530 6.48895 -1.67122
C -5.47495 5.46145 -1.58267
C -5.07078 4.12333 -1.65154
Se -3.19422 1.96776 -2.07185
H -3.72013 1.66999 -0.71639
H -1.74272 4.59480 -2.24784
H -2.41175 6.96901 -1.81739
H -4.83723 7.53042 -1.57535
H -6.53744 5.69768 -1.46944
H -5.77769 3.30847 -1.49893
C 2.62072 -2.70326 3.82775
N 3.24877 -3.21756 2.57847
C 2.96086 -4.66171 2.36911
C 2.89442 -2.37864 1.35039
C 3.37192 -0.98856 1.60286
C 4.75536 -0.71291 1.62360
C 5.20015 0.55686 1.97750
C 4.29527 1.55964 2.29137
C 2.90566 1.28057 2.27306
C 2.49959 0.02817 1.89803
H 1.53102 -2.69103 3.70793
H 2.99432 -1.69979 4.05466
H 2.89662 -3.39364 4.62844
H 4.26829 -3.10253 2.69391
H 1.88238 -4.77960 2.22349
H 3.51337 -4.99454 1.48582
H 3.29889 -5.19615 3.26283
H 3.37910 -2.87641 0.49630
H 1.80591 -2.44593 1.21238
H 5.46291 -1.51105 1.38690
H 6.28012 0.75863 2.01951
H 4.64314 2.54307 2.60977
H 2.20956 2.06605 2.57321
*
```

As for the expectation value of S²: 0.75. Its LUMO energy (alpha / beta) is -8.99 / -9.54 eV. The value obtained for the frontier orbital gap (alpha / beta) is 6.02 / 5.48 eV. The strongest force on any atom is 0.082 hartree/bohr.

---

Density functional theory data (the ωB97M-V functional and the def2-TZVPD basis) for a cluster of 13 separate species, C6H39NO12S in total in a non-equilibrium geometry.

The geometry in ORCA input format:
```
! RIJCOSX wB97M-V def2-TZVPD def2/J DEFGRID3
* xyz 0 1
C 1.45261 -0.33629 0.46687
C 2.27545 0.90243 0.72057
C 3.09704 1.49079 -0.50505
S 3.12182 3.24853 -0.29482
C 0.07566 -0.14250 -0.11833
N -1.04133 -0.89319 0.51102
C -2.26863 -0.07902 0.78314
C -1.22609 -2.02166 -0.42174
H 2.04941 -0.73018 -0.44168
H 1.45874 -1.04155 1.24946
H 2.94201 0.63603 1.55412
H 1.63734 1.74468 1.09977
H 4.09555 1.06012 -0.50711
H 2.64632 0.93364 -1.32798
H 2.82402 3.39113 -1.59638
H -0.21676 0.91752 0.06832
H 0.18036 -0.14361 -1.20666
H -2.25912 0.14780 1.83654
H -3.13852 -0.70964 0.52379
H -2.43639 0.81717 0.23651
H -2.11368 -2.65844 -0.17086
H -1.47015 -1.67495 -1.41825
H -0.44362 -2.77094 -0.15295
H -0.37136 -4.42202 -1.43769
H 0.68993 -3.70223 -2.12411
O 0.58736 -4.47631 -1.52917
H 0.42354 -2.70953 2.33061
H -0.54050 -1.48778 2.30842
O -0.19006 -2.20450 2.86967
H 0.21442 -1.72469 -4.19232
H 1.23438 -1.21780 -3.35680
O 0.66838 -2.00792 -3.38005
H -1.03569 4.00241 2.07726
H -0.51322 2.57666 1.99430
O -1.08652 3.21139 1.53516
H -2.89216 -0.82463 -3.27155
H -3.14403 -2.35079 -2.97782
O -3.28308 -1.63635 -3.60217
H -2.78750 3.13333 -2.17243
H -2.65024 1.61888 -2.60028
O -3.25058 2.37203 -2.54243
H -2.58566 -0.78854 4.34695
H -3.32116 -1.77698 3.37149
O -3.28694 -0.87895 3.70169
H -0.60513 4.64291 -1.06281
H 0.61544 3.94403 -0.38409
O 0.30603 4.37705 -1.20627
H 2.65954 -3.17512 0.17312
H 1.95099 -4.46256 -0.23771
O 2.40215 -4.03650 0.50919
H 0.54846 0.99710 3.21823
H 1.50718 2.05554 3.55850
O 0.58415 1.96626 3.27692
H 0.46999 3.25392 -2.52112
H -0.00623 3.52675 -3.90456
O 0.15025 2.77746 -3.32324
H 2.47336 -0.81350 2.74835
H 1.14087 -1.25757 3.69149
O 1.68160 -0.58932 3.22695
*
```

The energy above the lowest of the compared OMol25 structures with the same formula, charge and spin is 115.9 kcal/mol. Its LUMO energy is -0.03 eV. The value obtained for the frontier orbital gap is 9.37 eV. The strongest force on any atom is 0.083 hartree/bohr.

---

Density functional theory data (the ωB97M-V functional and the def2-TZVPD basis) for a cluster of 7 separate species, C14H28O28S7 in total in a non-equilibrium geometry.

The geometry in ORCA input format:
```
! RIJCOSX wB97M-V def2-TZVPD def2/J DEFGRID3
* xyz 0 1
O 1.47347 11.62288 7.98964
S 2.14556 10.32643 7.70011
O 3.40510 9.98647 8.40032
O 1.13614 9.00118 7.94792
C 0.86459 8.39419 6.74969
C 1.98655 8.64268 5.81914
O 2.38307 10.01112 6.12309
H 0.81587 7.31444 6.89065
H -0.03860 8.72450 6.23662
H 1.79192 8.45085 4.76395
H 2.93603 8.14696 6.02120
O 3.39342 13.64358 13.63792
S 2.78674 14.18474 14.84248
O 3.54161 14.98985 15.79780
O 1.31604 14.72698 14.29469
C 0.45641 13.65981 13.89793
C 0.91228 12.44672 14.71251
O 1.75460 13.03647 15.60908
H -0.59919 13.92868 13.93678
H 0.45393 13.45920 12.82655
H 1.38920 11.67170 14.11251
H 0.05962 11.99131 15.21615
O -4.94158 4.52791 1.71813
S -3.65620 4.82253 1.16297
O -2.74797 5.68543 1.94233
O -2.94605 3.40728 0.73733
C -2.78560 3.34933 -0.65616
C -3.64666 4.42914 -1.37948
O -3.86308 5.44830 -0.37966
H -1.73467 3.60500 -0.79135
H -3.09130 2.34816 -0.95995
H -4.58952 4.13740 -1.84207
H -3.06701 4.88896 -2.17991
O 3.66184 15.02601 -1.51933
S 3.78240 13.57171 -1.62302
O 3.25797 12.91778 -2.82609
O 5.36438 13.04036 -1.24972
C 5.46777 12.56565 0.14049
C 4.11103 12.82769 0.87166
O 3.19493 12.88860 -0.24003
H 5.57251 11.48096 0.11629
H 6.23514 13.06910 0.72852
H 4.15919 13.74493 1.45856
H 3.93060 11.92454 1.45462
O 2.22582 2.77749 10.87780
S 2.77405 3.84938 10.10293
O 2.95953 3.71449 8.65622
O 2.24404 5.33710 10.63109
C 2.95662 5.81670 11.70196
C 4.37965 5.44781 11.49558
O 4.27095 4.17203 10.75240
H 2.79089 6.86968 11.92972
H 2.62923 5.26046 12.58031
H 5.01001 5.21170 12.35289
H 4.89661 6.20560 10.90686
O -2.48477 7.69252 12.42292
S -3.40258 8.80313 12.00012
O -4.13952 9.58976 13.02859
O -2.64297 9.77035 10.85007
C -3.32333 9.93412 9.66197
C -4.02866 8.62351 9.43997
O -4.47867 8.36892 10.79110
H -3.99531 10.78486 9.77503
H -2.68181 10.11840 8.80023
H -3.43321 7.84572 8.96186
H -4.85163 8.72636 8.73270
O 4.06175 4.97249 1.23641
S 3.98299 4.75290 -0.20492
O 2.87586 5.33320 -0.91626
O 5.45473 4.87079 -0.99289
C 5.52776 4.01655 -2.05294
C 4.96963 2.72304 -1.49160
O 4.00729 3.12548 -0.52312
H 4.95714 4.61637 -2.76196
H 6.54095 3.87540 -2.42925
H 5.75336 2.09683 -1.06529
H 4.43137 2.11447 -2.21825
*
```

The energy above the lowest of the compared OMol25 structures with the same formula, charge and spin is 153.5 kcal/mol. Its LUMO energy is -0.09 eV. The value obtained for the frontier orbital gap is 10.74 eV. The strongest force on any atom is 0.100 hartree/bohr. As for the structure (SMILES): O=S1(=O)OCCO1.O=S1(=O)OCCO1.O=S1(=O)OCCO1.O=S1(=O)OCCO1.O=S1(=O)OCCO1.O=S1(=O)OCCO1.O=S1(=O)OCCO1.

---

Density functional theory data (the ωB97M-V functional and the def2-TZVPD basis) for an isolated molecule of C15H19N3O4 in a non-equilibrium geometry.

The geometry in ORCA input format:
```
! RIJCOSX wB97M-V def2-TZVPD def2/J DEFGRID3
* xyz 0 1
C 3.67293 -1.66184 5.21172
C 3.35886 -1.83625 3.73332
O 2.46958 -0.79135 3.37415
C 1.97214 -0.65484 2.12189
C 1.09876 0.42409 1.97765
C 0.49421 0.71996 0.77652
C 0.75844 -0.07735 -0.33035
C 0.14042 0.20256 -1.60508
N 0.35471 -0.48256 -2.70129
O -0.42050 0.11128 -3.65079
C -1.05643 1.12659 -3.05467
C -2.00647 1.95492 -3.83252
C -3.44650 1.74821 -3.34488
C -3.65100 2.28445 -1.93242
C -5.02668 1.92778 -1.39611
N -5.24108 2.36322 -0.13029
O -5.86803 1.32553 -2.02117
N -0.74768 1.22925 -1.79910
C 1.62969 -1.15902 -0.20823
C 2.24205 -1.46316 0.99544
O 3.10510 -2.52018 1.14430
C 3.37554 -3.32935 0.02514
H 2.75858 -1.71890 5.79601
H 4.13222 -0.69210 5.38289
H 4.35432 -2.44227 5.53771
H 4.27687 -1.77469 3.13920
H 2.89091 -2.81049 3.55587
H 0.91470 1.02400 2.85489
H -0.17523 1.55933 0.68196
H -1.73177 3.00563 -3.71962
H -1.92022 1.67135 -4.88185
H -3.69580 0.68605 -3.36228
H -4.12895 2.25393 -4.02863
H -2.89023 1.86768 -1.26826
H -3.54353 3.37159 -1.92126
H -4.52521 2.81905 0.40559
H -6.11721 2.14889 0.31568
H 1.80826 -1.75031 -1.09030
H 3.84255 -2.75748 -0.78244
H 4.07207 -4.08746 0.38071
H 2.46961 -3.81569 -0.34912
*
```

The energy above the lowest of the compared OMol25 structures with the same formula, charge and spin is 48.0 kcal/mol. Its LUMO energy is 0.71 eV. The value obtained for the frontier orbital gap is 8.78 eV. The strongest force on any atom is 0.024 hartree/bohr. As for the structure (SMILES): CCOc1ccc(-c2noc(CCCC(N)=O)n2)cc1OC.

---

Density functional theory data (the ωB97M-V functional and the def2-TZVPD basis) for an isolated molecule of C5H9NO in a non-equilibrium geometry.

The geometry in ORCA input format:
```
! RIJCOSX wB97M-V def2-TZVPD def2/J DEFGRID3
* xyz 0 1
C -2.56817 0.27313 0.67073
C -1.34567 0.33416 -0.00188
C -0.32394 -0.59092 0.38719
C 1.02438 0.20378 0.02071
N 2.14940 -0.39557 0.63956
C 1.15577 0.33356 -1.53224
O 0.89993 1.38736 -2.03681
H -3.38079 0.78494 0.39435
H -2.75586 -0.43081 1.41051
H -1.39513 0.99172 -0.74033
H -0.37303 -0.84124 1.45033
H -0.45603 -1.56703 -0.07516
H 0.71774 1.29724 0.37612
H 2.14899 -1.29582 0.52144
H 3.00776 0.09078 0.38094
H 1.49466 -0.57528 -1.86547
*
```

The energy above the lowest of the compared OMol25 structures with the same formula, charge and spin is 86.1 kcal/mol. Its LUMO energy is 0.94 eV. The value obtained for the frontier orbital gap is 9.94 eV. The strongest force on any atom is 0.171 hartree/bohr. As for the structure (SMILES): C=CC[C@@H](N)C=O.

---

Density functional theory data (the ωB97M-V functional and the def2-TZVPD basis) for a structure of composition C13H4AuCl3N2O8S.

The geometry in ORCA input format:
```
! RIJCOSX wB97M-V def2-TZVPD def2/J DEFGRID3
* xyz -2 3
Au -0.36546 -0.84283 0.10898
Cl -6.40345 -4.63673 -0.20807
C -4.71839 -4.10906 -0.17654
C -4.41185 -2.76804 -0.26608
C -3.08243 -2.35525 -0.24038
Cl -4.07451 0.21380 1.72090
C -2.01785 -3.28532 -0.08242
O -0.77348 -2.93963 -0.01371
C -2.40057 -4.64622 -0.01270
Cl -1.14722 -5.85994 0.14728
C -3.71543 -5.05821 -0.05447
H -5.19421 -2.02264 -0.33160
H -3.95422 -6.11079 0.01498
O 3.89971 -0.78727 0.36357
C 2.73493 -0.40005 0.33121
O 1.72725 -1.18112 0.44041
C 2.51533 1.10546 0.16189
C 3.66891 1.85735 0.02529
C 3.64254 3.23239 -0.14117
C 2.43671 3.92096 -0.18464
C 1.30571 3.18220 -0.05440
C 1.24548 1.77095 0.14569
O 0.08928 1.25444 0.30842
N 0.01708 3.90916 -0.11424
O -0.39056 4.42125 0.90590
O -0.57175 3.91435 -1.17419
N 4.87992 3.98200 -0.27824
O 4.80539 5.19577 -0.42913
O 5.93793 3.37854 -0.23148
H 4.60788 1.32330 0.05266
H 2.40779 4.99293 -0.31760
S -2.70041 -0.65174 -0.41612
*
```

As for the expectation value of S²: 2.01. The energy above the lowest of the compared OMol25 structures with the same formula, charge and spin is 0.0 kcal/mol. Its LUMO energy (alpha / beta) is 4.23 / 3.54 eV. The value obtained for the frontier orbital gap (alpha / beta) is 6.63 / 6.42 eV. The strongest force on any atom is 0.013 hartree/bohr.

---

Please write out number 5 again, unchanged.
Density functional theory data (the ωB97M-V functional and the def2-TZVPD basis) for an isolated molecule of C5H9NO in a non-equilibrium geometry.

The geometry in ORCA input format:
```
! RIJCOSX wB97M-V def2-TZVPD def2/J DEFGRID3
* xyz 0 1
C -2.56817 0.27313 0.67073
C -1.34567 0.33416 -0.00188
C -0.32394 -0.59092 0.38719
C 1.02438 0.20378 0.02071
N 2.14940 -0.39557 0.63956
C 1.15577 0.33356 -1.53224
O 0.89993 1.38736 -2.03681
H -3.38079 0.78494 0.39435
H -2.75586 -0.43081 1.41051
H -1.39513 0.99172 -0.74033
H -0.37303 -0.84124 1.45033
H -0.45603 -1.56703 -0.07516
H 0.71774 1.29724 0.37612
H 2.14899 -1.29582 0.52144
H 3.00776 0.09078 0.38094
H 1.49466 -0.57528 -1.86547
*
```

The energy above the lowest of the compared OMol25 structures with the same formula, charge and spin is 86.1 kcal/mol. Its LUMO energy is 0.94 eV. The value obtained for the frontier orbital gap is 9.94 eV. The strongest force on any atom is 0.171 hartree/bohr. As for the structure (SMILES): C=CC[C@@H](N)C=O.